Record 1
35
Properties=species:S:1:pos:R:3:forces:R:3 method="wB97M-V/def2-TZVPD" mol_weight_g_mol=471.4 energy_ev=-88784.4691 relative_energy_ev=0.000 gap_ha=0.24944
Ba -0.70251 -0.60811 1.45239 0.56 0.79 0.11
Se 0.05062 0.04431 6.86139 0.02 0.01 0.97
N 0.19137 1.78649 0.45249 0.62 0.97 -0.41
N 1.50419 -0.81145 0.00619 1.37 -0.28 -0.86
N -1.40970 -0.25223 -1.14526 -0.48 -0.03 -1.43
N 0.60864 1.99653 -0.85912 -0.27 -0.07 1.16
N -0.62862 0.25739 -2.17064 -0.77 -0.62 0.92
N 1.69211 -0.31422 -1.28073 -0.08 -0.61 1.20
N 0.00750 0.02748 3.93549 -0.14 -0.09 0.76
C 0.19836 2.99382 1.05644 0.29 0.10 -1.65
C -1.28873 0.19471 -3.33468 -0.36 -0.23 0.33
C -2.18479 -2.89263 2.96236 -0.20 0.16 0.19
C -2.54606 -0.36956 -3.10352 0.70 0.15 0.64
C 2.72527 -0.95129 -1.87103 -0.21 -0.20 0.50
C 0.80575 3.31449 -1.07635 -0.20 -0.07 0.56
C 0.54873 3.99419 0.11382 0.05 -0.40 -0.16
C -2.57962 -0.63740 -1.71653 1.20 0.65 -0.91
C 0.03228 0.04126 5.12048 -0.07 -0.05 -2.03
C 3.25742 -1.86603 -0.96331 -0.42 0.32 0.11
C 2.48273 -1.72778 0.21399 -0.18 0.65 -1.48
B 0.79804 0.82606 -1.87032 -0.46 -0.05 0.55
H -1.14185 -3.16713 2.75338 -0.23 0.10 0.13
H -3.30117 -0.55810 -3.82934 -0.35 -0.08 -0.27
H 4.06865 -2.54849 -1.14486 0.09 0.05 0.07
H -2.83547 -3.28680 2.17364 0.11 0.08 0.19
H -2.46306 -3.31936 3.93206 0.07 0.06 -0.32
H -0.81103 0.55205 -4.24456 -0.25 -0.13 0.28
H 0.60177 5.06298 0.25938 0.04 -0.15 0.08
H 2.99126 -0.73918 -2.90909 -0.06 -0.01 0.55
H -3.40129 -1.08861 -1.16461 0.36 0.16 0.08
H -0.00034 3.15688 2.11309 -0.13 -0.43 -0.29
H 1.09320 3.68367 -2.06589 -0.08 -0.23 0.58
H 1.30099 1.24607 -2.87542 -0.08 -0.08 -0.03
H -2.31438 -1.79693 3.05500 -0.07 -0.74 0.22
H 2.64976 -2.24307 1.16369 -0.39 0.31 -0.34


Record 2
18
Properties=species:S:1:pos:R:3:forces:R:3 method="wB97M-V/def2-TZVPD" mol_weight_g_mol=144.1 energy_ev=-19642.5734 relative_energy_ev=3.692 gap_ha="0.29232 / 0.26344"
P 0.59038 0.75258 0.41696 -0.34 -0.79 0.47
O -1.00963 0.26124 0.67293 1.58 2.08 -1.20
N -1.42241 -2.54746 4.47173 0.28 0.41 -0.48
N 0.36911 2.22437 -0.23700 -0.95 1.31 -2.16
C 0.79546 2.83610 -1.31349 1.17 -2.15 2.22
C -0.90339 -1.96039 3.62600 0.58 -0.23 -0.17
C -1.50519 -0.50454 1.72394 2.82 -4.29 -2.59
C 1.79161 -1.34710 -1.47451 -0.97 -0.20 1.72
C -0.31774 -1.21725 2.49346 -1.63 2.33 0.96
H 1.02593 -1.27071 -2.14940 -1.79 0.22 -1.65
H 2.71524 -1.00681 -1.77391 1.99 0.56 -0.18
H -2.11558 0.04880 2.33567 -1.66 1.03 1.43
H 1.59241 -1.99927 -0.65196 0.44 -0.24 0.35
H 1.66235 2.32488 -1.80752 -0.86 0.80 -0.40
H 0.47082 3.83815 -1.57470 -0.01 -0.08 0.06
H 0.39105 -0.41829 2.74689 -0.33 -0.12 1.02
H -1.92981 -1.37056 1.11629 -0.72 1.05 1.52
H 0.28229 -1.72912 1.80578 0.38 -1.72 -0.91


Record 3
17
Properties=species:S:1:pos:R:3:forces:R:3 method="wB97M-V/def2-TZVPD" mol_weight_g_mol=85.1 energy_ev=-6848.6272 relative_energy_ev=4.901 gap_ha=0.36187
N -0.22591 1.49971 1.46972 -0.94 -1.81 -0.52
C -0.66495 0.00308 0.43819 -0.30 0.40 -3.30
C -1.48977 1.92932 2.09516 -0.13 0.37 0.51
C 0.60263 -0.31288 -0.39869 0.45 -0.11 -0.29
C 1.79420 -1.65431 -2.23152 0.34 1.05 -1.09
C 0.66472 -1.26786 -1.36666 -0.62 1.08 2.25
H -1.92477 1.32848 2.93051 0.49 0.01 -0.60
H -1.12262 -0.92270 0.83310 0.20 0.53 0.51
H -2.32675 2.17898 1.41016 0.44 -0.34 -0.07
H 1.48530 0.33219 -0.10704 -0.98 -0.80 -0.57
H -1.43610 0.54717 -0.12402 0.33 -0.40 0.06
H 2.17795 -2.67417 -2.14717 -0.24 0.11 0.27
H -0.23263 -1.83275 -1.50293 -0.65 -0.36 -0.16
H 2.58855 -0.92830 -2.07354 0.40 -0.20 0.00
H -1.23677 2.90306 2.56004 0.10 -0.43 -0.21
H -0.12701 0.37544 1.50133 0.91 1.17 2.75
H 1.47391 -1.50446 -3.28663 0.23 -0.28 0.47


Record 4
12
Properties=species:S:1:pos:R:3:forces:R:3 method="wB97M-V/def2-TZVPD" mol_weight_g_mol=93.2 energy_ev=-16556.8085 relative_energy_ev=3.963 gap_ha=0.31746
S -0.07135 -1.11605 -0.61705 -0.82 0.37 1.79
O 0.87143 -0.83637 2.09457 0.45 -1.85 -0.34
N -1.16841 0.00769 -0.33102 0.50 1.73 -0.15
C -0.99218 1.39957 -0.92202 -0.20 -0.17 0.80
C 1.24803 -1.16341 0.79131 -1.61 0.23 0.08
H -1.81470 1.99589 -0.44959 -0.08 -0.83 -1.07
H 1.51193 -2.18358 0.76671 0.53 -1.30 0.14
H -0.17818 2.09888 -0.46872 -0.26 -1.70 -1.28
H -1.06800 1.32223 -2.06479 0.36 0.79 1.63
H 2.05171 -0.57525 0.46484 1.18 0.99 -0.70
H -0.84375 -2.07511 0.01902 0.86 0.20 -0.60
H 0.41047 -0.02662 2.15660 -0.90 1.54 -0.30